P.
The following is a DFT calculation (ωB97M-V with the def2-TZVPD basis set) of C20H24NO4PY as an isolated structure.

net charge: +1
E_LUMO: -0.0944 Ha

```
51
Properties=species:S:1:pos:R:3:mulliken_charge:R:1
Y 0.80403 0.08038 1.43397 1.2553
O 2.86059 -0.36726 -0.47545 -0.5093
C 2.42921 0.78209 -0.46245 0.3702
O 2.25050 1.42881 0.67413 -0.7547
C 1.74934 1.35721 -1.68382 -0.6170
P -0.04590 1.34139 -1.20874 0.5633
C -0.87342 2.36245 -2.44192 0.1639
C -0.85842 1.99788 -3.79022 0.0219
C -1.44580 2.81457 -4.74003 -0.7614
C -2.05127 4.00538 -4.35074 -0.4103
C -2.06811 4.37444 -3.01465 -0.6751
C -1.47955 3.55437 -2.05751 -0.2753
C -0.71797 -0.34595 -1.43859 0.6407
C -2.04207 -0.48147 -1.86921 -0.8393
C -2.69518 -1.70164 -1.78816 -0.7078
C -2.05959 -2.81741 -1.25687 -0.5714
C -0.75485 -2.70110 -0.81537 -1.0463
C -0.09050 -1.47933 -0.89748 -0.2990
H 1.99975 0.79501 -2.57889 0.4561
H 1.98703 2.41585 -1.79775 0.4626
H -0.39023 1.06907 -4.09662 0.3549
H -1.42978 2.52517 -5.78257 0.4011
H -2.50858 4.64391 -5.09537 0.4053
H -2.53945 5.30048 -2.71340 0.4067
H -1.49755 3.84518 -1.01428 0.3715
H -2.57027 0.37201 -2.27275 0.3790
H -3.71434 -1.78010 -2.14505 0.4038
H -2.57564 -3.76615 -1.19818 0.4307
H -0.23381 -3.56131 -0.41484 0.4689
H 0.96705 -1.47544 -0.64455 1.0113
N -1.93356 -1.54739 4.53274 -0.3723
C -1.42049 -1.04496 3.41238 0.5528
O -0.29821 -1.41809 2.99647 -0.5851
C -2.19214 0.00050 2.67296 -0.3012
C -1.23371 1.06181 2.12341 -1.2811
H -1.44452 -2.27306 5.03036 0.2518
H -2.82375 -1.23048 4.87233 0.2171
H -2.99927 0.39927 3.29527 0.4167
H -2.68383 -0.53320 1.85009 0.2176
H -1.07948 1.82984 2.89608 0.5127
H -1.73357 1.58994 1.30839 0.2813
C 3.97303 -1.47991 3.60358 -1.2011
C 3.38923 -1.97334 2.32418 0.8227
C 4.19716 -2.89550 1.47854 -1.1934
O 2.26934 -1.63417 1.95475 -0.5418
H 5.04554 -1.31728 3.50322 0.3686
H 3.83895 -2.27396 4.34536 0.3335
H 3.47183 -0.58387 3.95950 0.3478
H 4.80241 -3.56177 2.09232 0.4338
H 4.87839 -2.25871 0.90377 0.3059
H 3.57142 -3.44411 0.78167 0.3135
```

---

Q.
The following is a DFT calculation (ωB97M-V with the def2-TZVPD basis set) of C20H24NO4PY as an isolated structure.

net charge: +1
E_LUMO: -0.1015 Ha

```
51
Properties=species:S:1:pos:R:3:mulliken_charge:R:1
Y -0.00501 0.12785 0.20306 1.1413
O 0.46668 2.36497 0.02799 -0.5580
C 1.42714 2.10456 0.82127 0.4930
O 1.21942 1.35672 1.81568 -0.6258
C 2.81883 2.28636 0.27093 -0.7428
P 2.84099 0.79579 -0.84332 1.0081
C 4.55729 0.25241 -0.97117 0.1960
C 5.45987 0.90066 -1.81659 -0.3022
C 6.77667 0.47812 -1.88345 -0.6543
C 7.20282 -0.59159 -1.10568 -0.4719
C 6.31300 -1.23856 -0.26280 -0.5762
C 4.99258 -0.81898 -0.19882 -0.3389
C 2.35948 1.33019 -2.50835 0.5106
C 2.36168 0.34027 -3.49605 -0.4729
C 1.90366 0.62095 -4.77159 -0.7414
C 1.42706 1.89059 -5.07570 -0.4771
C 1.40976 2.87209 -4.09840 -0.7712
C 1.87114 2.59546 -2.81753 -0.3658
H 3.57533 2.15602 1.04294 0.5130
H 2.95293 3.23620 -0.24380 0.4684
H 5.13130 1.73145 -2.42910 0.4075
H 7.47087 0.98337 -2.54108 0.4153
H 8.23152 -0.92201 -1.16074 0.3920
H 6.64408 -2.07373 0.33961 0.4134
H 4.29737 -1.33466 0.45354 0.2785
H 2.73112 -0.65441 -3.26958 0.4109
H 1.92446 -0.14921 -5.53132 0.4253
H 1.06987 2.11007 -6.07294 0.4125
H 1.03356 3.86009 -4.32717 0.4309
H 1.81775 3.36604 -2.06070 0.2240
N -0.67847 -2.92680 -2.78508 -0.3801
C -0.60184 -1.77818 -2.12499 0.7415
O 0.21908 -1.65787 -1.17777 -0.6354
C -1.49062 -0.62926 -2.51678 -0.3106
C -1.83009 0.26015 -1.31376 -1.3916
H -0.05169 -3.68137 -2.55728 0.2512
H -1.34594 -3.03964 -3.52872 0.2083
H -2.35703 -1.01150 -3.06859 0.4247
H -0.90192 -0.07472 -3.26063 0.1887
H -2.79021 -0.05182 -0.88666 0.3919
H -1.98041 1.28875 -1.65130 0.3304
C -0.41407 -2.28489 4.12249 -1.2445
C 0.41453 -1.77442 2.99369 0.8678
C 1.90376 -1.75219 3.07133 -0.7828
O -0.14345 -1.32200 1.99259 -0.5445
H 0.17770 -2.72192 4.91970 0.3667
H -1.12357 -3.01418 3.73000 0.3450
H -0.99518 -1.44556 4.51073 0.3352
H 2.30042 -2.43989 3.81238 0.4519
H 2.18121 -0.72882 3.34712 0.2838
H 2.32179 -1.95381 2.08582 0.0601
```

---

Short version: P is the least stable of them.

---

P.
The following is a DFT calculation (ωB97M-V with the def2-TZVPD basis set) of an isolated ion of composition C4H10N3O and charge +1.

SMILES: CNCN=[N+]=COC
net charge: +1
E_LUMO: -0.1851 Ha

```
18
Properties=species:S:1:pos:R:3:mulliken_charge:R:1
C 0.84034 -1.39781 -2.22424 -0.8896
N -0.22649 -0.90795 -1.30536 -0.2496
C -1.05677 0.24084 -1.46590 -0.3509
N -0.71085 1.41903 -0.65614 -0.2761
N 0.16357 1.46137 0.15516 0.2962
C 0.91479 0.81722 0.97232 0.1501
O 0.77178 0.54115 2.21958 -0.2308
C -0.46710 0.60793 3.00419 -0.5638
H 0.55132 -1.86933 -3.11689 0.3021
H 1.46535 -0.59848 -2.46822 0.3573
H 1.37180 -2.05902 -1.50838 0.3107
H -0.29592 -1.52382 -0.49910 0.2717
H -2.14927 0.08883 -1.28043 0.3475
H -0.92780 0.64888 -2.40261 0.3427
H 1.99843 0.79044 0.69752 0.3383
H -0.52676 1.48889 3.81441 0.2761
H -0.34634 -0.28437 3.68790 0.2549
H -1.37007 0.53621 2.37620 0.3130
```

---

Q.
The following is a DFT calculation (ωB97M-V with the def2-TZVPD basis set) of an isolated ion of composition C4H10N3O and charge +1.

SMILES: N[C@H]1CCCN1[NH+]=O
net charge: +1
E_LUMO: -0.1833 Ha

```
18
Properties=species:S:1:pos:R:3:mulliken_charge:R:1
N -1.05050 1.57117 -0.90386 -0.5665
C -0.48670 0.88750 0.12241 0.2048
C -1.12480 -0.21761 0.85936 -0.8169
C 0.01542 -0.98575 1.46411 -0.5622
C 0.99496 -1.17931 0.36211 -0.4528
N 0.71691 -0.03322 -0.49785 0.2740
N 1.18947 0.19607 -1.72965 0.1591
O 1.93630 -0.59964 -2.20730 -0.4498
H -1.97912 1.51039 -1.18254 0.2218
H -0.76805 2.57176 -0.90937 0.2600
H 0.19114 1.53442 0.78606 0.3337
H -1.63954 -0.88543 0.15916 0.3459
H -2.04070 0.15791 1.39099 0.3919
H 0.40685 -0.31155 2.30597 0.2595
H -0.14231 -1.95922 1.81139 0.4162
H 2.11437 -1.20245 0.71764 0.3167
H 0.86743 -2.05191 -0.22694 0.3427
H 0.79887 0.99687 -2.32170 0.3220
```

---

Short version: P is the least stable of them.

---

P.
The following is a DFT calculation (ωB97M-V with the def2-TZVPD basis set) of C21H23N3O13PS2TcTe as an isolated structure.

spin multiplicity: 4
net charge: -1
E_LUMO (alpha / beta): 0.0582 / 0.0067 Ha

```
65
Properties=species:S:1:pos:R:3:mulliken_charge:R:1
Tc 0.59270 0.12414 0.23080 0.8076
O -0.09030 2.18966 -3.06665 -0.4501
S 0.62360 1.25807 -2.23386 0.7169
O 1.21557 1.75631 -1.00760 -0.6055
O -0.10333 -0.00973 -1.96357 -0.4418
C 1.94915 0.74599 -3.35030 0.3622
C 1.73713 0.91709 -4.71260 -0.7675
C 2.70684 0.53347 -5.62455 -0.7049
C 3.89818 -0.01904 -5.17585 -0.5280
C 4.09942 -0.21238 -3.81934 -0.6313
C 3.12276 0.17059 -2.91364 -0.3991
S 3.38963 -0.19062 -1.17279 1.8953
O 4.42875 -1.19797 -1.15514 -0.7910
O 3.70939 1.01922 -0.46962 -0.6635
O 2.09600 -0.81860 -0.75444 -0.7100
H 0.81294 1.36797 -5.03713 0.5103
H 2.53065 0.65941 -6.68404 0.3917
H 4.65753 -0.30955 -5.88531 0.3881
H 4.99359 -0.66827 -3.42637 0.5208
O 4.35554 0.46320 6.11110 -0.7151
C 3.30780 1.08131 5.95629 0.4141
O 2.63622 1.78513 6.70171 -0.7051
C 2.68338 0.91172 4.50326 0.3217
C 3.36249 0.20857 3.51628 -1.3388
C 2.77012 0.00699 2.28360 -0.0918
N 1.54370 0.45376 1.99989 0.4293
C 0.89128 1.15301 2.95117 0.5395
C 1.42119 1.40235 4.20478 -0.8629
C -0.52389 1.49600 2.54343 0.2810
O -1.29406 2.09662 3.26952 -0.7270
O -0.79718 1.00989 1.38216 0.0307
H 4.34388 -0.18210 3.73211 0.5050
H 3.27129 -0.53632 1.49612 0.7558
H 0.84371 1.94785 4.93563 0.5792
C -3.45910 -0.78601 1.52548 -0.8600
C -3.41320 -0.98674 0.01624 -0.4303
O -2.27490 -0.36473 -0.54366 0.5926
P -2.32866 1.01951 -1.41122 0.2538
O -1.44638 2.05441 -0.88627 -0.4869
Te -2.18634 0.39437 -3.72045 -0.0412
O -3.89798 1.46011 -1.26770 -0.3968
C -4.18081 2.61102 -0.48549 -0.0532
C -3.97769 3.87933 -1.29472 -1.2611
H -4.30145 -1.33212 1.94556 0.4850
H -3.55143 0.26999 1.76302 0.2256
H -2.53737 -1.14087 1.97798 -0.0050
H -4.32018 -0.58706 -0.44901 0.5027
H -3.33832 -2.05724 -0.21764 0.2920
H -3.53667 2.62530 0.39638 0.1855
H -5.22745 2.50132 -0.17927 0.4024
H -2.92574 3.96729 -1.54899 0.2692
H -4.28276 4.74508 -0.71188 0.4086
H -4.55773 3.82639 -2.21359 0.3017
C -1.35733 -4.90481 0.01517 -0.9008
N -0.86605 -3.71178 0.64501 0.2978
C -0.71055 -3.50355 1.98293 -0.6457
C -0.19547 -2.24983 2.12614 -1.0204
N -0.03858 -1.69187 0.88840 1.0174
C -0.44683 -2.59836 0.02003 -1.1848
H -1.98688 -5.45240 0.71541 0.3242
H -0.52519 -5.54705 -0.28286 0.3255
H -1.93982 -4.64502 -0.86861 0.3511
H -0.97869 -4.23969 2.71228 0.4294
H 0.06148 -1.72545 3.02491 0.5495
H -0.45757 -2.44330 -1.03868 0.7562
```

---

Q.
The following is a DFT calculation (ωB97M-V with the def2-TZVPD basis set) of C21H23N3O13PS2TcTe as an isolated structure.

spin multiplicity: 4
net charge: -1
E_LUMO (alpha / beta): -0.0125 / -0.0254 Ha

```
65
Properties=species:S:1:pos:R:3:mulliken_charge:R:1
Tc -0.10277 0.87430 0.51623 1.2407
O -0.37009 -1.62342 3.34609 -0.6976
S 0.88582 -1.12769 2.85722 1.4121
O 2.03453 -1.22849 3.70537 -0.8156
O 0.79342 0.24392 2.26489 -0.8014
C 1.25126 -2.35717 1.47205 -1.2291
C 2.68955 -2.68462 1.33106 -1.3609
C 3.43592 -3.00228 0.24070 -0.3128
C 3.12758 -2.86373 -1.12321 -0.9767
C 1.99854 -2.25566 -1.71340 -0.4469
C 0.83602 -1.85439 -1.14716 -1.0424
S -0.29744 -0.93375 -2.23669 1.3720
O 0.17435 -1.11124 -3.57543 -0.7928
O -1.63126 -1.54978 -2.02210 -0.6792
O -0.25772 0.44702 -1.73418 -0.4112
H 3.17837 -2.73826 2.29601 0.5100
H 4.44771 -3.32908 0.45149 0.4023
H 3.91393 -3.14083 -1.81346 0.3994
H 2.08484 -2.04180 -2.77261 0.5372
O 6.08688 3.59856 -1.48974 -0.7167
C 5.93302 2.39671 -1.22720 0.4899
O 6.72561 1.43624 -1.26804 -0.7373
C 4.50611 2.01500 -0.74776 0.1969
C 4.22399 0.71188 -0.36594 -1.4114
C 2.94234 0.37377 0.01038 -0.3625
N 1.93816 1.24748 0.02869 0.4063
C 2.21441 2.52481 -0.28753 0.3737
C 3.47039 2.93906 -0.68083 -0.8036
C 1.04521 3.45070 -0.14741 0.1513
O 1.09571 4.62984 -0.39886 -0.6974
O -0.03318 2.82887 0.27976 -0.5414
H 5.02753 -0.01261 -0.38566 0.5810
H 2.69634 -0.62652 0.32079 1.1693
H 3.65208 3.97375 -0.93716 0.6100
C -5.21734 -0.55581 -0.99950 -1.0336
C -5.31353 0.74865 -0.23428 -0.0204
O -4.55105 0.66356 0.98103 -0.3874
P -3.28769 1.61831 1.27914 -0.0935
O -2.14302 1.02504 0.42902 -0.3118
Te -2.84880 1.71595 3.54353 -0.3132
O -3.78825 2.95511 0.56262 -0.3924
C -2.90659 3.95544 -0.00185 -0.0136
C -2.38879 4.91326 1.04424 -1.0310
H -5.90279 -0.54592 -1.84877 0.4461
H -5.48444 -1.39596 -0.35488 0.2550
H -4.20816 -0.70350 -1.38913 0.1734
H -6.34455 0.95886 0.05668 0.3580
H -4.95980 1.57868 -0.84325 0.2085
H -3.52196 4.46850 -0.74223 0.3700
H -2.08569 3.45602 -0.50783 0.0665
H -3.21007 5.42824 1.54449 0.3375
H -1.73770 5.64513 0.56401 0.3715
H -1.79974 4.38195 1.78963 0.1576
C 0.09276 -4.74475 -0.12222 -0.6990
N -0.50331 -3.43246 0.05989 0.0472
C -1.72547 -3.08947 -0.08598 -0.3569
C -1.82119 -1.63245 0.08866 -1.0863
N -0.70280 -1.19844 0.53001 0.3461
C 0.32512 -2.16833 0.26005 3.2211
H -0.65454 -5.42757 -0.51682 0.3900
H 0.46634 -5.10456 0.83475 0.2728
H 0.92062 -4.64981 -0.82302 0.3016
H -2.51190 -3.77919 -0.35419 0.5663
H -2.73996 -1.07941 0.19559 0.5452
H 0.83710 -3.21564 2.01425 1.2895
```

---

Short version: Q is the least stable of them.